Run a
Below is C4H6O2S2 in the gas phase, with properties calculated with wB97M-V/def2-TZVPD.

Summary:
HOMO-LUMO gap: 9.550 eV
Net charge: 0
SMILES string: OCC#CC(O)(S)S
Highest occupied orbital energy: -9.1 eV
2S+1: 1

Positions of all 14 atoms, in Å:
1 C -0.625 -0.136 0.228
2 C 0.550 -0.088 0.125
3 C -2.098 -0.328 0.024
4 C 2.082 -0.114 0.241
5 O -2.454 0.534 -1.017
6 O 2.560 -0.056 1.502
7 S 2.477 1.489 -0.764
8 S 2.813 -1.490 -0.688
9 H -2.305 -1.406 -0.375
10 H -2.568 -0.119 0.991
11 H -1.622 0.968 -1.172
12 H 1.876 0.010 2.155
13 H 2.626 2.322 0.239
14 H 3.773 -1.499 0.167

Results of the Löwdin charge analysis, in e, for atoms 1 through 2: C -0.011; C -0.104

Run b
Below is C4H6O2S2 in the gas phase, with properties calculated with wB97M-V/def2-TZVPD.

Summary:
HOMO-LUMO gap: 8.676 eV
Net charge: 0
Highest occupied orbital energy: -9.5 eV
2S+1: 1

Positions of all 14 atoms, in Å:
1 C -0.994 0.467 -0.883
2 C -0.457 -0.648 -0.109
3 C 1.756 -0.005 0.780
4 C 0.316 -0.207 1.199
5 O -1.046 2.408 -2.566
6 O -2.893 -1.299 -1.165
7 S -0.187 1.403 -1.926
8 S -2.426 -0.351 -0.162
9 H -0.451 -1.562 -0.816
10 H 2.348 0.264 1.558
11 H 1.945 0.732 0.020
12 H 2.023 -0.927 0.417
13 H -0.109 0.686 1.586
14 H 0.177 -0.961 2.068

Results of the Löwdin charge analysis, in e, for atoms 1 through 2: C -0.729; C -0.358

Run c
Below is C4H6O2S2 in the gas phase, with properties calculated with wB97M-V/def2-TZVPD.

Summary:
HOMO-LUMO gap: 7.877 eV
Net charge: 0
SMILES string: O=C(CS)C(=S)CO
Highest occupied orbital energy: -9.3 eV
2S+1: 1

Positions of all 14 atoms, in Å:
1 C -1.057 -0.140 1.598
2 C -0.530 -0.278 0.194
3 C 0.974 -0.175 0.077
4 C 1.607 0.016 -1.279
5 H -2.867 -0.034 1.031
6 H -0.693 0.848 1.961
7 H -0.403 -0.826 2.152
8 H 2.696 -0.031 -1.117
9 H 1.251 -0.710 -1.989
10 H 0.040 1.263 -2.553
11 O -2.413 -0.397 1.827
12 O 1.658 -0.356 1.055
13 S -1.436 -0.841 -1.035
14 S 1.174 1.660 -1.922

Results of the Löwdin charge analysis, in e, for atoms 1 through 2: C -0.307; C -0.644

Least stable = run b

Run a
Below is C3H7N5 in the gas phase, with properties calculated with wB97M-V/def2-TZVPD.

Summary:
HOMO-LUMO gap: 10.408 eV
Net charge: 0
SMILES string: CN(C)n1cnnn1
Highest occupied orbital energy: -9.8 eV
2S+1: 1

Positions of all 15 atoms, in Å:
1 C -0.762 1.554 -0.371
2 C -1.275 -0.832 -0.600
3 C 1.110 -0.404 1.351
4 H 0.005 2.543 -0.716
5 H -0.959 1.290 0.608
6 H -1.766 1.793 -0.762
7 H -2.203 -0.254 -0.960
8 H -1.503 -1.357 0.496
9 H -1.222 -1.642 -1.584
10 H 0.585 -0.389 2.211
11 N -0.213 0.269 -0.741
12 N 0.895 -0.006 0.057
13 N 2.216 -1.030 1.427
14 N 2.889 -1.047 0.218
15 N 2.203 -0.489 -0.634

Results of the Löwdin charge analysis, in e, for atoms 1 through 2: C -0.114; C -0.089

Run b
Below is C3H7N5 in the gas phase, with properties calculated with wB97M-V/def2-TZVPD.

Summary:
HOMO-LUMO gap: 9.762 eV
Net charge: 0
SMILES string: C=NNC(=N)NN=C
Highest occupied orbital energy: -8.8 eV
2S+1: 1

Positions of all 15 atoms, in Å:
1 C 2.070 -2.052 -0.978
2 C -0.700 0.086 -0.799
3 C -0.872 1.924 2.177
4 H 2.681 -1.774 -0.170
5 H 2.306 -2.832 -1.699
6 H 1.070 -0.048 0.433
7 H -0.705 -0.672 -2.563
8 H -2.259 1.240 0.162
9 H -0.211 2.221 3.013
10 H -1.929 1.970 2.353
11 N 0.957 -1.495 -1.184
12 N 0.585 -0.450 -0.405
13 N -1.202 -0.030 -1.956
14 N -1.316 0.795 0.334
15 N -0.472 1.117 1.284

Results of the Löwdin charge analysis, in e, for atoms 1 through 2: C -0.049; C -0.402

Run c
Below is C3H7N5 in the gas phase, with properties calculated with wB97M-V/def2-TZVPD.

Summary:
HOMO-LUMO gap: 10.030 eV
Net charge: 0
SMILES string: [H]/N=C\N/C=N\C(N)=N/[H]
Highest occupied orbital energy: -9.6 eV
2S+1: 1

Positions of all 15 atoms, in Å:
1 C -0.527 -1.602 -0.703
2 C -0.655 0.129 0.882
3 C 1.037 2.014 0.783
4 H -0.550 -0.344 -2.383
5 H 0.089 -1.755 -2.483
6 H -0.755 -3.084 0.066
7 H -0.871 0.426 2.110
8 H 0.719 0.383 -0.592
9 H 2.279 1.866 0.313
10 H -0.386 2.870 2.323
11 N 0.124 -0.928 -1.870
12 N -0.379 -2.837 -0.812
13 N -1.079 -0.941 0.395
14 N 0.255 1.018 0.201
15 N 0.699 2.785 1.770

Results of the Löwdin charge analysis, in e, for atoms 1 through 2: C -0.521; C -0.195

Least stable = run a

Run a
Below is C3H7N5 in the gas phase, with properties calculated with wB97M-V/def2-TZVPD.

Summary:
HOMO-LUMO gap: 9.583 eV
Net charge: 0
SMILES string: [H]/N=C/N(N=C)/C(N)=N/[H]
Highest occupied orbital energy: -8.9 eV
2S+1: 1

Positions of all 15 atoms, in Å:
1 C 0.369 0.519 1.289
2 C 0.614 0.736 -1.204
3 C -0.859 -1.750 -1.309
4 H -1.536 -0.539 1.686
5 H -0.820 0.357 3.258
6 H 1.022 2.012 2.266
7 H 0.728 1.818 -0.881
8 H 0.938 1.125 -2.883
9 H -0.405 -1.775 -2.462
10 H -1.128 -2.859 -0.913
11 N -0.615 0.061 2.134
12 N 1.286 1.396 1.467
13 N 0.174 -0.023 0.046
14 N 0.806 0.034 -2.291
15 N -0.575 -1.111 -0.203

Results of the Löwdin charge analysis, in e, for atoms 1 through 2: C -0.610; C -0.203

Run b
Below is C3H7N5 in the gas phase, with properties calculated with wB97M-V/def2-TZVPD.

Summary:
HOMO-LUMO gap: 8.073 eV
Net charge: 0
Highest occupied orbital energy: -7.6 eV
2S+1: 1

Positions of all 15 atoms, in Å:
1 C 0.802 0.899 -0.099
2 C 1.795 -1.386 0.045
3 C -2.632 0.479 -0.012
4 N -0.427 1.391 -0.035
5 N -0.643 -0.778 0.160
6 N 1.942 1.682 -0.141
7 N 0.672 -0.434 0.083
8 N -1.217 0.375 0.057
9 H 2.652 -0.825 0.284
10 H 1.684 -2.219 0.622
11 H 1.815 -1.864 -1.020
12 H -3.163 0.983 0.944
13 H -3.035 -0.564 -0.128
14 H -2.893 1.298 -0.804
15 H 2.646 0.964 0.044

Results of the Löwdin charge analysis, in e, for atoms 1 through 2: C -0.500; C 0.019

Run c
Below is C3H7N5 in the gas phase, with properties calculated with wB97M-V/def2-TZVPD.

Summary:
HOMO-LUMO gap: 7.338 eV
Net charge: 0
SMILES string: [H]/N=C(/N)NC(N)=C=N
Highest occupied orbital energy: -6.9 eV
2S+1: 1

Positions of all 15 atoms, in Å:
1 C 0.755 -0.586 -0.749
2 C 0.808 0.644 0.046
3 C -1.162 -0.592 0.307
4 N 1.800 1.536 0.013
5 N -2.216 -0.392 -0.575
6 N 1.827 -1.153 -1.113
7 N -0.357 0.720 0.651
8 N -1.245 -1.518 1.189
9 H 1.839 2.352 0.603
10 H 2.636 1.226 -0.469
11 H -3.126 -0.549 -0.168
12 H -2.154 0.410 -1.178
13 H 1.657 -1.970 -1.701
14 H -0.433 -1.532 1.797
15 H -0.627 1.403 1.347

Results of the Löwdin charge analysis, in e, for atoms 1 through 2: C -0.190; C -0.389

Least stable = run a

Run a
Below is 2 unconnected molecules or ions with the total composition C4H9O3, with properties calculated with wB97M-V/def2-TZVPD.

Summary:
HOMO-LUMO gap: 8.230 eV
Net charge: -1
Highest occupied orbital energy: -4.1 eV
2S+1: 1

Positions of all 16 atoms, in Å:
1 O 0.020 -1.322 1.558
2 C 0.154 -0.159 1.115
3 O 0.488 0.889 1.680
4 C -0.464 -0.003 -0.346
5 C 0.082 1.258 -1.032
6 C 1.614 1.310 -0.999
7 H -1.494 0.051 0.015
8 H -0.130 -0.877 -0.915
9 H -0.346 2.102 -0.511
10 H -0.262 1.306 -2.079
11 H 1.986 2.079 -0.329
12 H 2.031 0.387 -0.586
13 H 2.094 1.393 -1.985
14 H -1.359 -2.835 2.006
15 H -2.382 -2.389 1.006
16 O -2.032 -3.192 1.402

Results of the Löwdin charge analysis, in e, for atoms 1 through 2: O -0.097; C -0.754

Run b
Below is 2 unconnected molecules or ions with the total composition C4H9O3, with properties calculated with wB97M-V/def2-TZVPD.

Summary:
HOMO-LUMO gap: 8.585 eV
Net charge: -1
Highest occupied orbital energy: -4.4 eV
2S+1: 1

Positions of all 16 atoms, in Å:
1 C 0.584 -2.844 -1.243
2 C 0.574 -1.447 -0.574
3 O -0.251 -0.631 -1.034
4 O 1.325 -1.364 0.437
5 H -0.482 -3.051 -1.413
6 H 0.938 -3.607 -0.547
7 H 1.129 -2.847 -2.172
8 C -1.035 2.218 1.102
9 C 0.518 2.217 0.933
10 O -1.659 1.308 0.248
11 H -1.408 2.181 2.130
12 H -1.310 3.229 0.734
13 H 0.792 1.185 0.695
14 H -1.111 0.575 -0.178
15 H 1.133 2.442 1.801
16 H 0.737 2.875 0.102

Results of the Löwdin charge analysis, in e, for atoms 1 through 2: C -0.054; C -0.749

Run c
Below is 2 unconnected molecules or ions with the total composition C4H9O3, with properties calculated with wB97M-V/def2-TZVPD.

Summary:
HOMO-LUMO gap: 8.871 eV
Net charge: -1
Highest occupied orbital energy: -4.6 eV
2S+1: 1

Positions of all 16 atoms, in Å:
1 C 0.347 2.826 -0.218
2 C 0.747 1.363 -0.545
3 O -0.055 0.791 -1.341
4 O 1.751 0.923 0.029
5 H -0.737 2.845 -0.077
6 H 0.489 3.470 -1.093
7 H 0.869 3.253 0.632
8 C -0.341 -2.278 -0.140
9 C -0.304 -1.456 1.148
10 O -0.930 -1.632 -1.225
11 H 0.730 -2.493 -0.360
12 H -0.780 -3.276 -0.071
13 H -1.094 -0.697 1.196
14 H -0.720 -0.646 -1.209
15 H 0.596 -0.868 1.298
16 H -0.567 -2.126 1.976

Results of the Löwdin charge analysis, in e, for atoms 1 through 2: C -0.051; C -0.743

Least stable = run b